{"formula": "C6H8", "method": "ωB97M-V/def2-TZVPD", "max_force_ev_per_a": 0.43, "e_above_lowest_kcal_mol": 39.88, "smiles": "C#C[C@@H]1C[C@@H]1C", "lumo_ha": 0.043, "species": ["C", "C", "C", "C", "C", "C", "H", "H", "H", "H", "H", "H", "H", "H"], "xyz": [[-1.091, 1.157, -0.145], [-0.899, -0.223, 0.455], [-0.480, -1.383, -0.395], [0.503, -0.792, 0.589], [1.609, 0.008, 0.120], [2.498, 0.727, -0.263], [-0.953, 1.144, -1.231], [-0.369, 1.872, 0.266], [-2.098, 1.532, 0.060], [-1.554, -0.460, 1.291], [-0.291, -1.190, -1.449], [-0.873, -2.372, -0.178], [0.709, -1.378, 1.482], [3.288, 1.358, -0.604]], "atomic_forces_ev_per_a": [[0.00, 0.02, -0.04], [-0.11, 0.06, 0.05], [-0.06, -0.11, -0.13], [0.15, -0.01, 0.11], [0.31, 0.26, -0.16], [-0.30, -0.27, 0.13], [0.01, 0.01, 0.16], [-0.14, -0.08, -0.02], [0.12, -0.08, -0.05], [0.13, 0.03, -0.14], [-0.04, 0.01, 0.18], [0.08, 0.18, 0.00], [-0.03, 0.11, -0.16], [-0.13, -0.13, 0.06]]}

{"formula": "C6H8", "method": "ωB97M-V/def2-TZVPD", "max_force_ev_per_a": 0.52, "e_above_lowest_kcal_mol": 40.86, "smiles": "CC#CC1CC1", "lumo_ha": 0.041, "species": ["C", "C", "C", "C", "C", "C", "H", "H", "H", "H", "H", "H", "H", "H"], "xyz": [[2.788, 0.509, -0.746], [1.479, 0.614, -0.104], [0.379, 0.471, 0.369], [-0.864, -0.054, 0.892], [-2.255, 0.253, 0.380], [-1.570, -1.009, -0.042], [3.594, 0.441, -0.010], [2.996, 1.343, -1.423], [2.810, -0.424, -1.322], [-0.831, -0.318, 1.947], [-3.047, 0.141, 1.117], [-2.441, 1.040, -0.345], [-1.889, -1.976, 0.329], [-1.150, -1.030, -1.042]], "atomic_forces_ev_per_a": [[0.12, -0.01, -0.06], [-0.47, -0.17, 0.15], [0.35, 0.02, -0.13], [0.01, 0.02, 0.13], [-0.16, 0.07, -0.02], [-0.01, -0.26, -0.09], [-0.12, 0.14, -0.04], [-0.03, -0.10, 0.13], [0.05, 0.19, -0.03], [0.04, -0.04, -0.18], [0.18, 0.11, -0.10], [0.26, -0.13, 0.07], [-0.11, 0.18, 0.03], [-0.12, -0.02, 0.14]]}

Record order is preserved below.
Molar mass: 80.1 80.1 g mol⁻¹